Entry 1:
One molecule with the formula C3H3FN2, computed with ωB97M-V/def2-TZVPD.

The geometry in ORCA input format:
```
! wB97M-V def2-TZVPD RIJCOSX def2/J DEFGRID3
* xyz 0 1
N 1.767 0.961 0.043
F 2.654 2.297 1.534
H 1.064 0.020 -1.593
C 0.859 0.380 -0.600
H -1.155 -0.355 -0.811
C -0.677 -0.217 1.228
H -0.292 0.056 2.178
N 1.950 1.114 1.267
C -0.482 -0.063 -0.025
*
```

Lowest unoccupied orbital energy (alpha / beta) = -0.6427 / -1.2857 eV
Frontier orbital gap (alpha / beta) = 8.10 / 7.99 eV

Results of the Löwdin charge analysis, in e, for atoms 1 through 2:
1. N -0.009
2. F -0.088

Entry 2:
A 2-piece molecular cluster, C3H3FO overall, computed with ωB97M-V/def2-TZVPD.

The geometry in ORCA input format:
```
! wB97M-V def2-TZVPD RIJCOSX def2/J DEFGRID3
* xyz 0 1
C -0.844 0.392 0.005
O -1.933 0.819 0.138
F -0.332 -2.032 -0.015
C 0.562 0.406 -0.627
H 0.657 -0.277 2.176
H 0.493 0.424 -1.661
H 1.440 1.002 -0.277
C -0.042 -0.734 0.261
*
```

Lowest unoccupied orbital energy (alpha / beta) = -1.5629 / -1.1501 eV
Frontier orbital gap (alpha / beta) = 8.24 / 8.50 eV

Results of the Löwdin charge analysis, in e, for atoms 1 through 2:
1. C -0.424
2. O 0.153

Entry 3:
One molecule with the formula C3H3FO, computed with ωB97M-V/def2-TZVPD.

The geometry in ORCA input format:
```
! wB97M-V def2-TZVPD RIJCOSX def2/J DEFGRID3
* xyz 0 1
H -0.803 -1.425 -0.655
C 0.429 -0.071 0.670
F 0.049 2.063 -0.222
H 1.125 -1.288 -0.998
O 1.095 0.082 1.668
C 0.208 -1.175 -0.290
H -1.578 0.863 -0.329
C -0.525 0.951 0.156
*
```

Lowest unoccupied orbital energy (alpha / beta) = -0.4283 / -0.6523 eV
Frontier orbital gap (alpha / beta) = 8.90 / 8.37 eV

Results of the Löwdin charge analysis, in e, for atoms 1 through 2:
1. H 0.058
2. C -0.541

Entry 4:
One molecule with the formula C3H3FO2, computed with ωB97M-V/def2-TZVPD.

The geometry in ORCA input format:
```
! wB97M-V def2-TZVPD RIJCOSX def2/J DEFGRID3
* xyz 0 1
C -1.299 0.441 -0.074
O -1.854 -0.676 0.008
O 0.583 1.751 0.055
F 2.191 -0.354 -0.087
H 0.582 -1.304 -0.698
H -1.939 1.248 -0.223
H 0.622 -1.070 1.023
C 0.913 -0.648 0.056
C 0.201 0.612 -0.060
*
```

Lowest unoccupied orbital energy = -0.9427 eV
Structure (SMILES) = O=CC(=O)CF
Frontier orbital gap = 9.32 eV

Results of the Löwdin charge analysis, in e, for atoms 1 through 2:
1. C -0.111
2. O 0.053

Entry 5:
C3H3FO2 as an isolated structure, computed with ωB97M-V/def2-TZVPD.

The geometry in ORCA input format:
```
! wB97M-V def2-TZVPD RIJCOSX def2/J DEFGRID3
* xyz 0 3
F 1.710 -0.795 -2.465
C 0.046 -0.330 0.307
H -0.849 1.195 -1.302
C -0.233 0.302 -1.010
H -0.474 0.037 1.104
O 1.502 1.415 -2.803
H 0.897 -0.753 0.575
C 1.190 0.391 -2.301
O -0.765 -0.970 -0.705
*
```

Lowest unoccupied orbital energy (alpha / beta) = 0.8079 / -3.3996 eV
Frontier orbital gap (alpha / beta) = 6.08 / 8.21 eV

Results of the Löwdin charge analysis, in e, for atoms 1 through 2:
1. F 0.098
2. C -0.058

Entry 6:
C3H3FO2Rb as an isolated structure, computed with ωB97M-V/def2-TZVPD.

The geometry in ORCA input format:
```
! wB97M-V def2-TZVPD RIJCOSX def2/J DEFGRID3
* xyz 1 1
O -0.716 0.481 -1.118
H 0.482 1.249 1.511
C 0.414 0.436 0.771
Rb 1.829 2.041 -5.146
H 0.716 -0.531 1.270
F -1.492 -3.004 2.434
O 1.277 0.724 -0.360
C 0.608 0.809 -1.432
C -0.914 0.321 0.172
H -2.202 -2.526 1.899
*
```

Lowest unoccupied orbital energy = -4.1218 eV
Frontier orbital gap = 8.44 eV

Results of the Löwdin charge analysis, in e, for atoms 1 through 2:
1. O -0.048
2. H 0.152

Entry 7:
C3H3FO3S as an isolated structure, computed with ωB97M-V/def2-TZVPD.

The geometry in ORCA input format:
```
! wB97M-V def2-TZVPD RIJCOSX def2/J DEFGRID3
* xyz 0 1
C 0.207 0.086 -0.410
C 1.016 -0.602 1.229
O -1.577 -0.093 1.171
S -0.538 -0.757 2.234
O -0.552 0.206 3.311
O -0.851 -2.105 2.610
C -1.072 0.291 0.007
H 0.818 0.201 -1.241
F 1.570 -1.776 0.972
H 1.667 0.139 1.455
H -1.663 0.801 -0.803
*
```

Lowest unoccupied orbital energy = 0.6056 eV
Frontier orbital gap = 10.88 eV

Results of the Löwdin charge analysis, in e, for atoms 1 through 2:
1. C 0.108
2. C -0.221

Entry 8:
One molecule with the formula C3H3FOS, computed with ωB97M-V/def2-TZVPD.

The geometry in ORCA input format:
```
! wB97M-V def2-TZVPD RIJCOSX def2/J DEFGRID3
* xyz 0 1
O -0.066 0.674 2.279
S 1.536 1.544 0.491
F 0.079 0.052 -1.977
C -0.544 -0.704 -1.030
H -1.126 -1.586 -1.350
C -0.465 -0.533 0.278
H 1.378 1.161 -0.733
C 0.251 0.526 1.119
H -1.044 -1.133 0.923
*
```

Lowest unoccupied orbital energy = 0.1877 eV
Structure (SMILES) = O=C(S)/C=C\F
Frontier orbital gap = 10.33 eV

Results of the Löwdin charge analysis, in e, for atoms 1 through 2:
1. O -0.010
2. S 0.894